The following is a DFT calculation (ωB97M-V/def2-TZVPD) of C2H3ClN2 in the gas phase.

**SMILES string**: N#CCNCl
**Max |F|**: 1.26 eV Å⁻¹
**Kohn-Sham gap**: 10.58 eV
**E_HOMO**: -10.219 eV

Geometry as XYZ:
```
8
C2H3ClN2, DFT ωB97M-V/def2-TZVPD
H 0.27 1.23 0.50
C 0.16 0.35 -0.11
N 2.62 -0.44 -0.16
H -0.15 0.75 -1.06
H -1.04 -0.98 1.06
C 1.50 -0.18 -0.20
N -0.88 -0.66 0.12
Cl -2.48 -0.05 -0.15
```

Electronic structure analysis, Löwdin charges in units of e: 0.11, -0.29, 0.15, 0.10, 0.04, -0.21, -0.46, 0.56